ORCA calculation (ωB97M-V/def2-TZVPD) on C13H22As2BrMnNOS as an isolated structure.

Last column: Löwdin spin population.
Positions of all 42 atoms, in Å:
Mn 0.1450 0.3945 -0.1251  3.5073
N -4.8982 -4.7048 -1.2614  0.0124
C -4.1542 -3.8460 -1.0989  0.0012
C -3.2127 -2.7787 -0.8828  0.0226
C -3.5575 -1.7179 -0.0478  -0.0202
C -2.6546 -0.6849 0.1788  -0.0140
C -1.4270 -0.7743 -0.4524  -0.2772
C -1.0540 -1.7970 -1.3056  -0.0151
C -1.9728 -2.8224 -1.5140  -0.0232
H -4.5341 -1.6879 0.4168  -0.0029
H -2.9289 0.1503 0.8059  -0.0015
H -0.0912 -1.8397 -1.8022  -0.0012
H -1.7254 -3.6452 -2.1712  -0.0033
C 1.6461 3.1982 -4.2682  0.0023
As 2.0941 2.5018 -2.5547  -0.0007
C 1.8644 3.8735 -1.2549  -0.0007
C 3.9118 1.9237 -2.5544  -0.0020
S 0.8046 0.7444 -2.2849  -0.1086
H 2.2870 4.0598 -4.4562  0.0005
H 0.5996 3.4954 -4.2679  0.0002
H 1.8169 2.4313 -5.0210  0.0000
H 2.5646 4.6664 -1.5212  0.0001
H 2.0909 3.4910 -0.2637  0.0003
H 0.8438 4.2429 -1.2932  0.0007
H 4.5423 2.8111 -2.4983  -0.0001
H 4.1137 1.3808 -3.4753  0.0000
H 4.0856 1.2799 -1.6958  0.0001
C 1.6089 -1.0389 4.1119  -0.0003
As 0.1145 -1.0066 2.9499  0.0126
C -1.3090 0.0447 3.6592  0.0025
C -0.4722 -2.7604 2.5054  0.0034
O 0.6653 -0.2682 1.5061  0.0381
H 1.3151 -1.5005 5.0542  0.0000
H 1.9425 -0.0178 4.2860  0.0000
H 2.3986 -1.6199 3.6397  0.0001
H -2.2575 -0.4687 3.5128  0.0002
H -1.3031 0.9954 3.1266  0.0005
H -1.1504 0.2153 4.7222  0.0004
H -1.1757 -3.1202 3.2547  0.0005
H 0.3866 -3.4268 2.4592  0.0000
H -0.9643 -2.7016 1.5347  0.0003
Br -0.9988 2.3280 0.3470  -0.1354

**Spin multiplicity**: 4
**Energy above the lowest of the compared OMol25 structures with the same formula, charge and spin**: 0.0 kJ/mol
**LUMO level (spin up / spin down)**: -9.46 / -7.13 eV
**HOMO level (spin up / spin down)**: -15.29 / -15.45 eV
**<S²>**: 4.24
**Total charge**: +2